Record 1
C8H16F5N3NiOSTe2 as an isolated structure, computed with ωB97M-V/def2-TZVPD.

```
! RIJCOSX wB97M-V def2-TZVPD def2/J DEFGRID3
* xyz 0 3
Ni -0.60 0.94 -0.38
N -1.96 2.49 -0.81
C -1.41 3.78 -0.40
C -0.58 3.58 0.86
N 0.36 2.46 0.73
C 1.67 2.72 0.12
C 1.66 2.48 -1.39
N 1.04 1.18 -1.66
H -2.36 2.49 -1.74
H -2.70 2.17 -0.19
H -2.18 4.54 -0.22
H -0.78 4.15 -1.21
H -1.26 3.32 1.68
H -0.08 4.51 1.13
H 0.47 2.00 1.62
H 2.37 2.02 0.58
H 2.02 3.74 0.33
H 2.68 2.55 -1.77
H 1.07 3.24 -1.90
H 1.58 0.40 -1.29
H 0.92 1.01 -2.66
F 0.44 -0.55 0.47
Te -1.65 -1.57 0.40
F -1.05 -2.22 2.06
F -2.48 -3.28 0.06
F -1.58 0.31 1.37
F -3.34 -1.34 1.17
O -2.00 -0.39 -1.01
Te 0.07 -2.75 -1.54
C 0.82 -4.19 -0.26
C 0.32 -5.44 -0.03
C 1.07 -6.18 0.92
C 2.13 -5.47 1.40
S 2.20 -3.90 0.73
H -0.58 -5.81 -0.52
H 0.83 -7.18 1.23
H 2.85 -5.79 2.13
*
```

The gap between HOMO and LUMO (alpha / beta) is 0.2489 / 0.2497 Eh. The LUMO energy (alpha / beta) is -0.038 / -0.037 hartree. The energy relative to the best compared isomer or geometry (same formula, charge and spin) comes out at 11.9 kcal/mol. The max |F| comes out at 0.71 eV Å⁻¹. The expectation value of S² is 2.00. The energy is -3495.83024 Eh. Its HOMO energy (alpha / beta) is -7.794 / -7.802 eV.

Record 2
A 2-piece molecular cluster, C6H6N2O2 overall at a distorted geometry, computed with ωB97M-V/def2-TZVPD.

```
! RIJCOSX wB97M-V def2-TZVPD def2/J DEFGRID3
* xyz 0 1
C -0.87 -2.21 -0.82
C -0.56 -2.27 0.60
C 0.14 -1.32 1.23
C 0.26 0.09 -0.74
C 0.16 3.36 0.95
C 0.42 3.50 -0.23
H -0.57 -0.89 -2.50
H -0.81 -3.21 1.05
H 0.58 -1.51 2.26
H 1.19 0.48 1.05
H -0.23 3.58 1.90
H 1.00 3.72 -1.20
N -0.19 -1.15 -1.53
N 0.57 -0.23 0.60
O -1.52 -3.13 -1.36
O 0.43 1.18 -1.25
*
```

The gap between HOMO and LUMO is 0.3611 Eh. The LUMO energy is 0.016 hartree. The energy relative to the best compared isomer or geometry (same formula, charge and spin) comes out at 63.5 kcal/mol. The max |F| comes out at 4.19 eV Å⁻¹. The energy is -492.14229 Eh. The SMILES is O=c1cc[nH]c(=O)[nH]1.C#C. Its HOMO energy is -9.386 eV.

Record 3
C56H66Cl5NO3P3SiY as an isolated structure at a distorted geometry, computed with ωB97M-V/def2-TZVPD.

```
! RIJCOSX wB97M-V def2-TZVPD def2/J DEFGRID3
* xyz 0 1
Y -0.70 0.21 0.31
C 2.83 2.21 -1.98
C 2.91 0.75 -2.40
C 4.37 0.44 -2.71
P 2.07 -0.33 -1.12
C 1.88 -2.00 -1.95
C 2.81 -2.38 -3.10
C 1.86 -3.14 -0.93
C 3.32 -0.45 0.21
C 4.47 -1.22 0.03
C 5.42 -1.31 1.03
C 5.23 -0.62 2.21
C 4.09 0.14 2.39
C 3.10 0.24 1.41
Si 1.45 1.17 1.73
C 1.21 1.05 3.63
C 1.77 1.97 4.51
C 1.65 1.85 5.88
C 0.96 0.78 6.42
C 0.36 -0.14 5.57
C 0.45 -0.01 4.19
P -0.40 -1.16 3.02
C -2.09 -1.72 3.65
C -3.23 -1.37 2.68
C -2.51 -1.35 5.07
C 0.50 -2.77 3.19
C 1.96 -2.67 2.78
C 0.42 -3.41 4.57
C 1.98 2.99 1.33
C 3.22 3.47 1.75
C 3.68 4.73 1.41
C 2.90 5.56 0.63
C 1.67 5.11 0.19
C 1.20 3.84 0.53
P -0.44 3.25 0.01
C -0.75 3.49 -1.83
C 0.01 4.59 -2.56
C -0.65 2.16 -2.57
C -1.58 4.50 0.80
C -1.09 4.85 2.20
C -1.85 5.81 0.05
H 3.20 2.84 -2.78
H 3.45 2.39 -1.09
H 1.82 2.52 -1.73
H 2.30 0.61 -3.30
H 4.99 0.64 -1.84
H 4.71 1.10 -3.51
H 4.55 -0.58 -3.03
H 0.86 -1.92 -2.36
H 3.83 -2.56 -2.77
H 2.83 -1.63 -3.89
H 2.46 -3.31 -3.54
H 2.85 -3.32 -0.52
H 1.52 -4.04 -1.42
H 1.18 -2.94 -0.10
H 4.62 -1.75 -0.90
H 6.30 -1.92 0.88
H 5.96 -0.68 3.00
H 3.94 0.64 3.34
H 2.32 2.81 4.11
H 2.09 2.59 6.53
H 0.87 0.66 7.49
H -0.18 -0.96 6.01
H -1.98 -2.81 3.61
H -3.69 -0.42 2.94
H -4.00 -2.13 2.76
H -2.92 -1.33 1.64
H -2.46 -0.27 5.23
H -1.92 -1.84 5.83
H -3.55 -1.65 5.22
H -0.03 -3.41 2.46
H 2.51 -2.03 3.47
H 2.09 -2.28 1.78
H 2.42 -3.66 2.82
H 1.00 -2.83 5.29
H 0.86 -4.41 4.55
H -0.59 -3.51 4.95
H 3.86 2.83 2.34
H 4.66 5.06 1.75
H 3.25 6.54 0.35
H 1.07 5.76 -0.42
H -1.82 3.75 -1.83
H 1.09 4.46 -2.50
H -0.23 5.58 -2.16
H -0.27 4.59 -3.61
H 0.36 1.73 -2.55
H -0.92 2.30 -3.62
H -1.36 1.42 -2.17
H -2.54 3.97 0.88
H -0.24 5.54 2.15
H -0.77 3.98 2.77
H -1.89 5.35 2.76
H -0.95 6.42 -0.01
H -2.59 6.39 0.60
H -2.23 5.67 -0.96
Cl -7.01 3.60 3.17
C -5.76 2.81 2.26
C -4.53 2.56 2.87
C -3.56 1.93 2.12
Cl -2.00 1.61 2.83
C -3.72 1.53 0.77
O -2.78 0.97 0.09
C -4.99 1.82 0.23
Cl -5.28 1.37 -1.42
C -5.99 2.44 0.95
H -4.35 2.85 3.89
H -6.94 2.64 0.49
Cl 0.40 -2.25 -5.16
C -1.05 -2.55 -6.05
C -1.04 -2.34 -7.42
C -2.21 -2.46 -8.15
C -3.40 -2.77 -7.50
C -3.39 -3.00 -6.14
Cl -4.88 -3.41 -5.35
C -2.22 -2.92 -5.37
N -2.27 -3.12 -4.00
C -1.63 -4.15 -3.33
C -0.87 -5.09 -4.02
C -0.22 -6.11 -3.33
C -0.33 -6.21 -1.96
C -1.10 -5.28 -1.27
C -1.76 -4.26 -1.93
C -2.54 -3.26 -1.11
C -1.66 -2.06 -0.83
O -1.64 -1.08 -1.60
O -0.94 -2.09 0.22
H -0.11 -2.07 -7.89
H -2.20 -2.28 -9.21
H -4.33 -2.85 -8.04
H -3.12 -2.78 -3.58
H -0.79 -5.04 -5.09
H 0.36 -6.83 -3.89
H 0.18 -7.00 -1.42
H -1.19 -5.34 -0.20
H -2.83 -3.72 -0.17
H -3.45 -2.92 -1.61
*
```

The gap between HOMO and LUMO is 0.2706 Eh. The LUMO energy is 0.021 hartree. The energy relative to the best compared isomer or geometry (same formula, charge and spin) comes out at 0.0 kcal/mol. The max |F| comes out at 1.02 eV Å⁻¹. The energy is -6107.08042 Eh. Its HOMO energy is -6.802 eV.

Record 4
A single C7H15NO7 molecule at a distorted geometry, computed with ωB97M-V/def2-TZVPD.

```
! RIJCOSX wB97M-V def2-TZVPD def2/J DEFGRID3
* xyz 0 1
N -0.18 -0.19 2.13
O -0.63 -1.28 2.14
O -1.46 0.93 2.10
O 0.88 0.34 2.06
C -5.64 -1.52 7.52
C -5.39 -0.78 6.23
C -4.42 0.36 6.43
C -4.14 1.15 5.17
O -3.19 2.17 5.51
C -2.81 2.98 4.45
C -1.95 4.19 4.98
C -1.72 5.12 3.85
O -2.62 4.80 6.06
O -2.03 2.41 3.57
O -1.84 0.90 3.35
H -6.33 -2.34 7.37
H -4.74 -1.91 7.96
H -6.09 -0.84 8.26
H -4.98 -1.44 5.46
H -6.32 -0.37 5.84
H -4.78 1.02 7.22
H -3.45 -0.03 6.76
H -3.64 0.49 4.46
H -5.02 1.61 4.72
H -3.71 3.43 3.95
H -1.01 3.69 5.27
H -1.28 4.57 3.01
H -2.67 5.58 3.55
H -1.03 5.89 4.19
H -2.81 4.10 6.71
*
```

The gap between HOMO and LUMO is 0.3212 Eh. The LUMO energy is -0.026 hartree. The energy relative to the best compared isomer or geometry (same formula, charge and spin) comes out at 214.4 kcal/mol. The max |F| comes out at 6.40 eV Å⁻¹. The energy is -856.76193 Eh. The SMILES is CCCCO[C@H](OOO[N+](=O)[O-])[C@@H](C)O. Its HOMO energy is -9.444 eV.